Formula: C37H26BrInN4O3Se
Source: the OMol25 dataset
Level of theory: the ωB97M-V functional and the def2-TZVPD basis

```
73
Properties=species:S:1:pos:R:3:nbo_charge:R:1
In 0.14469 0.03363 0.42910 1.672
C 4.05784 -2.05806 0.22210 -0.236
O 5.00124 -1.06657 0.62198 -0.527
C 4.61286 0.17484 1.05991 0.217
C 5.65557 1.05893 1.23987 -0.257
C 5.45564 2.36074 1.70838 -0.277
C 4.17545 2.76512 2.00077 -0.202
C 3.08757 1.89680 1.82618 -0.230
C 1.78081 2.36627 2.23543 0.126
N 0.69601 1.71000 2.07829 -0.340
N -0.44556 2.28673 2.59573 -0.451
C -1.44066 1.44157 2.49571 0.540
O -1.39680 0.26291 1.99378 -0.786
C -2.75509 1.89901 3.04195 -0.006
C -2.95822 3.21650 3.44697 -0.191
C -4.19058 3.61466 3.94076 -0.236
C -5.23461 2.70160 4.03850 -0.232
C -5.03768 1.38969 3.63120 -0.232
C -3.80564 0.99188 3.13096 -0.199
C 3.26131 0.56594 1.33729 0.415
O 2.27756 -0.25556 1.20138 -0.802
H 4.66555 -2.91899 -0.06025 0.162
H 3.46820 -1.73275 -0.63526 0.192
H 3.37713 -2.32617 1.02613 0.194
H 6.65123 0.70337 0.99937 0.201
H 6.29826 3.02950 1.83330 0.189
H 3.98042 3.76424 2.37785 0.190
H 1.72541 3.33499 2.74167 0.161
H -2.13473 3.91165 3.35878 0.235
H -4.34162 4.64421 4.24399 0.196
H -6.19911 3.01504 4.42116 0.193
H -5.85023 0.67525 3.69397 0.197
H -3.63392 -0.01900 2.78510 0.237
Br -0.19986 -2.60557 2.24514 0.112
C 0.48182 -3.68978 0.82510 -0.048
C 0.59389 -5.02683 1.08332 -0.281
C 1.06650 -5.90120 0.08661 -0.223
C 1.40800 -5.40563 -1.13839 -0.200
C 1.29815 -4.02325 -1.42445 -0.076
C 1.65618 -3.53607 -2.70563 -0.222
C 1.54225 -2.20744 -2.99275 -0.202
C 1.08082 -1.31488 -2.00190 -0.188
C 0.72461 -1.72177 -0.73456 -0.464
C 0.82217 -3.10965 -0.43334 -0.043
H 0.31944 -5.40609 2.05854 0.212
H 1.15186 -6.95979 0.30092 0.196
H 1.77201 -6.06364 -1.92030 0.196
H 2.00864 -4.24630 -3.44619 0.192
H 1.79357 -1.81273 -3.96994 0.227
H 1.00454 -0.27004 -2.29490 0.239
C -3.34480 -2.40879 -1.90164 -0.284
C -3.42291 -1.60776 -3.03363 -0.184
C -2.87823 -0.33828 -3.01285 -0.191
C -2.25321 0.10895 -1.84223 0.211
N -2.18046 -0.67103 -0.76085 -0.435
C -2.70502 -1.88966 -0.79127 0.049
C -1.61985 1.44838 -1.74267 -0.113
C -2.11308 2.49153 -2.52519 -0.182
C -1.53230 3.74663 -2.47175 -0.226
C -0.44874 3.95967 -1.63590 -0.231
C 0.03948 2.91779 -0.85696 -0.149
C -0.52038 1.64337 -0.89025 -0.441
H -3.74774 -3.41302 -1.88272 0.202
H -3.89335 -1.97409 -3.93842 0.204
H -2.87010 0.25894 -3.91468 0.241
H -2.58747 -2.47701 0.11504 0.192
H -2.95617 2.32316 -3.18405 0.202
H -1.91915 4.54795 -3.09003 0.194
H 0.02897 4.93252 -1.59466 0.191
H 0.89746 3.11138 -0.22268 0.190
Se -0.95586 0.73015 -6.22615 -0.500
C 0.34199 1.09555 -4.98976 0.056
N 1.16803 1.32639 -4.20602 -0.537
```

Its total charge is -2. For the total energy, the calculation gives -191458.772 eV.